A 2-piece molecular cluster, C4H12NO overall in a non-equilibrium geometry. Source: the Open Molecules 2025 dataset; level of theory: ωB97M-V/def2-TZVPD.

Last column: natural (NBO) charge in e.
Geometry (Å):
C1 -0.61903 0.55762 2.56136  -0.6295
C2 -1.27028 0.98049 1.26618  -0.4401
C3 -0.56551 0.33310 0.07034  -0.0835
C4 0.25213 1.02032 -0.73300  -0.1150
N1 0.98282 0.42924 -1.93455  -0.6944
H1 0.29599 -0.05635 2.54544  0.2234
H2 -1.36056 0.11846 3.24002  0.2357
H3 -0.24619 1.43524 3.08262  0.2297
H4 -1.35451 2.04584 1.21310  0.2309
H5 -2.29412 0.57331 1.13785  0.2364
H6 -0.62444 -0.74025 -0.10034  0.2412
H7 0.56569 2.03535 -0.64668  0.2191
H8 1.21335 -0.55104 -1.79436  0.4552
H9 0.43316 0.48339 -2.80281  0.4421
H10 1.82439 0.95537 -2.18638  0.4416
H11 1.63917 -2.71557 -1.07652  0.4713
H12 0.54489 -3.52085 -0.72740  0.4997
O1 0.68040 -2.57608 -0.92076  -0.9637

Forces on the atoms, in the same order (eV/Å):
C 0.24 0.05 1.60
C -0.28 -1.88 -1.62
C 1.24 1.11 -0.53
C 0.02 -0.47 -0.16
N -0.63 0.14 -0.17
H -0.65 -0.24 -0.57
H 0.37 -0.14 -0.16
H -0.15 0.30 0.06
H 0.17 0.59 -0.43
H 0.34 0.32 0.57
H -0.38 0.09 0.20
H -0.30 0.62 0.22
H -0.01 -0.31 0.12
H -0.29 -0.12 0.38
H 0.09 -0.12 0.56
H -0.31 0.78 0.01
H -1.07 0.31 0.10
O 1.57 -1.04 -0.18

Properties
2S+1 ... 1
Total charge ... +1

A 3-piece molecular cluster, C4H12NO overall in a non-equilibrium geometry. Source: the Open Molecules 2025 dataset; level of theory: ωB97M-V/def2-TZVPD.

Last column: natural (NBO) charge in e.
Geometry (Å):
C1 0.90622 1.51887 1.36220  -0.7360
C2 0.34600 1.48474 0.00370  0.1775
C3 -1.04929 1.18660 -0.03032  -0.3155
C4 -1.80034 1.32450 -1.16307  -0.0340
N1 0.41906 -3.59363 0.85776  -1.1176
H1 0.92731 0.49338 1.77139  0.3047
H2 1.83485 2.05730 1.58695  0.2773
H3 0.73290 2.24727 -0.64714  0.2541
H4 0.17207 1.99847 2.05786  0.3060
H5 -1.52468 1.09057 0.92812  0.2538
H6 -2.86994 1.46133 -1.23545  0.2502
H7 -1.27242 1.86319 -1.97091  0.2123
H8 0.00801 -3.33493 1.73403  0.3682
H9 0.66404 -2.84579 0.23721  0.3702
H10 1.02080 -4.39385 0.83810  0.3802
H11 1.02345 -1.04451 -2.02935  0.4986
H12 0.46227 0.01758 -1.06686  0.4313
O1 0.68887 -0.91440 -1.12524  -0.8812

Forces on the atoms, in the same order (eV/Å):
C 0.31 -0.38 0.95
C -2.02 2.77 2.99
C -0.26 -0.22 -0.67
C 1.41 2.86 -0.05
N -0.55 -0.05 -0.47
H 0.20 0.12 -0.06
H -0.04 -0.44 -0.78
H 0.71 -0.73 -1.46
H 0.00 -0.26 -0.64
H -0.11 -1.00 0.25
H -0.22 -0.87 0.34
H -0.19 -1.21 -0.28
H 0.27 -0.07 0.09
H 0.15 0.06 0.15
H 0.12 0.08 0.25
H 0.02 -0.02 0.34
H -0.03 -0.58 -0.67
O 0.22 -0.07 -0.27

Properties
2S+1 ... 1
Total charge ... +1

A 2-piece molecular cluster, C4H12NO2 overall in a non-equilibrium geometry. Source: the Open Molecules 2025 dataset; level of theory: ωB97M-V/def2-TZVPD.

Last column: natural (NBO) charge in e.
Geometry (Å):
C1 1.71634 -0.67988 0.66786  -0.6094
C2 0.65086 0.24309 0.13347  -0.0829
C3 -0.36076 0.82471 1.10906  -0.4655
C4 -1.32682 1.96703 0.41275  -0.0111
O1 -0.95417 2.42008 -0.81278  -0.9677
N1 -0.11277 -0.34148 -1.00243  -0.9112
H1 2.33689 -0.18769 1.41872  0.1997
H2 2.25161 -1.23028 -0.10339  0.2036
H3 1.11926 -1.41750 1.22853  0.1863
H4 1.05846 1.14625 -0.34035  0.2111
H5 0.00635 1.35090 2.01851  0.1795
H6 -0.99903 0.03693 1.54546  0.1625
H7 -1.30529 2.78708 1.16679  0.0881
H8 -2.33595 1.51744 0.29757  0.0845
H9 -0.43162 0.52786 -1.48910  0.4229
H10 -1.04255 -0.65786 -0.71816  0.3440
H11 0.36973 -3.33965 -1.52281  0.4565
H12 -0.29894 -1.99223 -1.96379  0.5074
O2 -0.34162 -2.97480 -2.04595  -0.9983

Forces on the atoms, in the same order (eV/Å):
C -1.38 -0.61 0.96
C -0.70 1.47 -0.95
C -0.90 0.78 0.86
C 0.74 -0.35 -1.01
O 0.57 -0.31 0.23
N -0.64 0.56 -0.78
H 0.29 0.02 -0.31
H 0.26 0.34 -0.06
H 0.45 -0.30 0.04
H 0.45 -0.17 0.16
H 0.68 -0.44 -0.58
H 0.03 -0.15 -0.31
H -0.53 -0.17 0.11
H -0.20 -0.02 0.81
H 0.38 -0.26 0.15
H 0.31 -0.22 0.68
H 0.21 0.30 0.19
H 0.59 -0.43 0.42
O -0.59 -0.04 -0.60

Properties
2S+1 ... 1
Total charge ... -1

no.,HOMO-LUMO gap (eV)
1,10.9
2,3.9
3,6.6